1.
32
Properties=species:S:1:pos:R:3:lowdin_charge:R:1 method="wB97M-V/def2-TZVPD" relative_energy_kcal_mol=15.5 total_charge=+2 energy_ev=-114716.2873 spin_multiplicity=1 lumo_energy_ev=-13.43
O -1.31 2.90 -0.48 0.2817
C -1.17 1.84 -0.06 -0.5452
O -1.74 1.28 1.02 0.1581
C -1.71 -0.12 0.85 -0.2228
C -2.87 -0.75 0.13 -0.0703
C -3.10 -0.34 -1.32 -0.1801
F -3.74 0.88 -1.36 -0.0062
C -0.25 -0.19 0.28 -0.3995
C 0.71 0.07 1.48 -0.0779
C 1.61 1.30 1.41 -0.2025
C 2.98 1.22 0.80 -0.6187
Br 4.20 0.09 1.58 1.1200
S 0.13 -1.77 -0.49 0.8016
O 0.38 -2.72 0.52 -0.1753
O -0.80 -2.12 -1.50 -0.1873
C 1.70 -1.56 -1.53 -0.5286
F 1.69 -2.48 -2.46 0.2394
F 1.60 -0.29 -2.26 -0.0909
F 2.83 -1.58 -0.87 0.1569
O -0.28 0.90 -0.60 0.0162
H -1.67 -0.66 1.79 0.1709
H -3.76 -0.47 0.68 0.1527
H -2.81 -1.82 0.19 0.1350
H -2.17 -0.26 -1.87 0.0992
H -3.70 -1.09 -1.82 0.1379
H 0.14 0.19 2.39 0.1422
H 1.33 -0.80 1.67 0.1081
H 1.82 1.58 2.44 0.1604
H 1.13 2.16 0.96 0.1302
H 2.88 0.89 -0.42 0.0129
H 3.45 2.19 0.77 0.0922
Pt 2.50 1.53 -1.92 1.1897



2.
24
Properties=species:S:1:pos:R:3:mulliken_spin:R:1 method="wB97M-V/def2-TZVPD" total_charge=-1 energy_ev=-85135.2605 spin_multiplicity=3 lumo_energy_ev="2.60 / 1.17"
C -0.58 -0.05 -1.36 0.0279
C -1.14 -0.62 -0.30 0.2918
C 0.74 0.41 -1.58 0.5576
C 2.16 -0.59 -3.64 0.0210
C -0.30 -1.23 0.80 0.1096
C -0.09 -0.12 1.94 -0.1015
C 0.55 0.93 1.69 0.8235
C -2.61 -0.92 -0.31 -0.0220
C 1.17 2.20 2.11 0.0121
N 1.74 0.38 -2.32 -0.0367
O 3.30 -0.27 -3.85 0.0357
O 1.25 -1.30 -3.97 0.0247
Br -1.33 -1.10 4.71 0.0404
H -1.33 0.40 -2.07 -0.0012
H -0.75 -2.09 1.23 -0.0019
H 0.65 -1.50 0.51 -0.0133
H -0.70 -0.35 2.90 0.0922
H -2.92 -0.58 -1.31 0.0044
H -3.22 -0.34 0.34 0.0214
H -2.76 -1.93 -0.18 0.0100
H 0.35 3.03 2.08 0.0041
H 1.96 2.41 1.49 0.0287
H 1.35 2.12 3.23 0.0294
H 2.52 1.13 -2.13 0.0421



3.
23
Properties=species:S:1:pos:R:3:lowdin_charge:R:1 method="wB97M-V/def2-TZVPD" relative_energy_kcal_mol=37.5 total_charge=0 energy_ev=-98127.1889 spin_multiplicity=1 lumo_energy_ev="-0.44 / -0.19"
C -2.27 -2.31 0.58 -0.1255
C -1.22 -3.08 0.24 -0.0972
C -2.26 -0.93 0.59 -0.0121
C -0.01 -2.54 -0.32 -0.0403
C -1.06 -0.29 0.13 -0.2525
C -0.13 -1.13 -0.34 -0.0474
C -0.74 1.21 0.18 -0.1734
C 0.12 1.63 -1.05 -0.2434
C 1.36 0.76 -1.09 -0.3918
P 4.05 1.31 0.63 0.4654
P 2.13 0.18 0.35 0.1950
Br 3.33 -1.58 -0.11 0.2352
H -3.05 -2.89 1.05 0.1047
H -1.29 -4.09 0.44 0.0803
H -2.99 -0.27 1.16 0.1372
H 0.79 -3.14 -0.71 0.0696
H -1.51 1.86 0.31 0.0721
H -0.24 1.31 1.15 0.1003
H -0.31 1.52 -2.07 0.1179
H 0.28 2.75 -0.95 0.1281
H 1.76 0.54 -2.08 0.0649
H 4.24 1.43 -0.79 -0.1445
H 3.40 2.43 0.85 -0.2425



4.
23
Properties=species:S:1:pos:R:3:lowdin_charge:R:1 method="wB97M-V/def2-TZVPD" relative_energy_kcal_mol=25.3 total_charge=0 energy_ev=-40746.5642 spin_multiplicity=1 lumo_energy_ev=0.49
C -2.75 -1.14 -0.66 -0.1505
C -3.44 0.05 -0.74 -0.3936
C -1.60 -1.02 0.10 -0.3191
C -1.40 0.22 0.72 -0.5695
C -0.49 -1.90 0.58 -0.0558
C 0.28 -1.19 1.43 -0.1694
C -0.23 0.21 1.57 -0.2069
C 0.89 0.54 -1.82 -0.1605
C 3.00 0.85 0.56 -0.2067
Si 1.21 1.25 -0.06 0.3803
S -2.75 1.28 0.32 0.9752
Cl 0.81 3.29 0.16 0.2586
H -2.94 -2.02 -1.21 0.0975
H -4.25 0.23 -1.45 0.0661
H -0.30 -2.99 0.16 0.1451
H 1.17 -1.54 1.85 0.0700
H 0.02 0.78 2.52 0.1247
H -0.02 0.58 -2.28 -0.0027
H 1.74 0.95 -2.41 0.0522
H 1.17 -0.46 -1.63 0.0023
H 3.07 1.25 1.57 0.0225
H 2.85 -0.24 0.68 0.0133
H 3.96 1.01 0.06 0.0269



5.
28
Properties=species:S:1:pos:R:3:mulliken_spin:R:1 method="wB97M-V/def2-TZVPD" total_charge=+6 energy_ev=-74191.1581 spin_multiplicity=2 lumo_energy_ev="-23.23 / -23.23"
Cu 2.26 -3.91 0.61 0.0000
In -2.21 -3.52 3.31 0.0001
Sn -4.03 -1.85 -1.41 0.0002
O -1.13 -1.27 -1.27 0.0109
C -0.75 -1.98 -0.15 -0.0032
O -1.68 -2.28 0.65 0.0019
O 0.47 -2.19 0.05 0.0028
H -0.28 -0.89 -1.60 0.0000
N 0.25 -0.40 -4.30 -0.0633
C 0.94 -1.11 -3.31 0.4415
C 1.58 -0.11 -2.51 -0.0064
C 1.12 1.13 -2.93 0.2466
C 0.22 0.91 -3.99 0.3352
H -0.20 -0.83 -5.10 0.0005
H 1.15 -2.16 -3.46 0.0194
H 2.32 -0.29 -1.74 0.0001
H 1.42 2.02 -2.41 0.0015
H -0.23 1.59 -4.71 0.0124
N -0.69 2.66 3.87 0.0000
C 0.07 2.62 2.74 0.0000
C 0.53 1.24 2.50 0.0001
C 0.10 0.53 3.55 -0.0001
C -0.60 1.45 4.47 0.0000
H -1.14 3.49 4.27 0.0000
H 0.24 3.48 2.10 0.0000
H 1.21 0.90 1.73 -0.0001
H 0.17 -0.55 3.63 0.0000
H -1.11 1.32 5.42 0.0000



6.
26
Properties=species:S:1:pos:R:3:lowdin_charge:R:1 method="wB97M-V/def2-TZVPD" relative_energy_kcal_mol=0.0 total_charge=0 energy_ev=-34405.1037 spin_multiplicity=1 lumo_energy_ev=0.12
C 3.42 0.87 -0.67 -0.0926
C 3.07 -0.48 -0.65 -0.0888
C 2.44 1.84 -0.46 -0.0049
C 1.75 -0.91 -0.52 -0.0363
C 1.12 1.46 -0.18 -0.2266
C 0.88 0.08 -0.22 -0.2645
C -0.96 1.20 0.15 -0.4066
C -0.54 -2.04 1.86 -0.2218
C -2.42 1.67 0.12 -0.6530
N -0.04 2.15 0.08 0.1761
N -1.01 -2.74 -0.69 -0.3617
N -2.94 1.30 -1.09 0.0208
N -0.49 -0.08 -0.07 -0.1349
S -1.43 -1.66 0.27 0.8332
I -3.34 0.63 1.93 0.6616
H 4.37 1.22 -0.98 0.0899
H 3.94 -1.09 -1.02 0.1175
H 2.60 2.84 -0.27 0.0818
H 1.50 -1.96 -0.44 0.0994
H -1.34 -2.02 2.60 0.0184
H -0.25 -3.06 1.86 0.0292
H 0.37 -1.30 2.01 0.1056
H -3.97 1.65 -1.17 0.1528
H -2.50 2.67 0.33 0.0515
H -1.45 -2.55 -1.60 0.0143
H -2.78 0.32 -1.18 0.0397



7.
21
Properties=species:S:1:pos:R:3:lowdin_charge:R:1 method="wB97M-V/def2-TZVPD" relative_energy_kcal_mol=67.0 total_charge=0 energy_ev=-10997.2996 spin_multiplicity=1 lumo_energy_ev=0.94 smiles="C/C=C/c1ccc[nH]1.C#C"
C -2.93 -0.03 0.62 -0.1433
C -1.76 -0.66 0.85 -0.0673
C -2.76 0.90 -0.35 -0.1072
C -0.80 -0.14 -0.01 -0.2905
C 2.66 -1.97 0.12 -0.0782
C 1.12 2.98 -0.75 -0.0164
C 1.22 -1.50 0.54 -0.1050
C 1.17 2.32 0.26 -0.0073
C 0.55 -0.62 -0.26 -0.0959
N -1.46 0.75 -0.83 0.0874
H -3.85 -0.23 1.22 0.1209
H -1.69 -1.37 1.61 0.0901
H -3.51 1.41 -0.93 0.1041
H 2.90 -1.32 -0.81 0.0973
H 3.31 -1.68 0.90 0.0486
H 1.64 3.56 -1.60 0.0604
H 2.65 -2.96 -0.16 0.0300
H 0.89 -1.91 1.44 0.0770
H 0.74 1.62 0.90 -0.0009
H 1.02 -0.38 -1.18 0.0907
H -1.12 1.22 -1.59 0.1055



8.
24
Properties=species:S:1:pos:R:3:lowdin_charge:R:1 method="wB97M-V/def2-TZVPD" relative_energy_kcal_mol=0.0 total_charge=-1 energy_ev=-16587.6370 spin_multiplicity=1 lumo_energy_ev=3.08 smiles="N[C@H](NCc1ccccc1)C(=O)[O-]"
N 1.41 0.72 -1.50 0.0493
C 2.33 0.01 -0.59 -0.3396
N 1.70 -0.61 0.57 -0.0246
C 0.54 -1.44 0.29 -0.1854
C -0.81 -0.71 0.31 -0.2338
C -1.58 -0.68 -0.82 -0.0760
C -2.78 0.01 -0.82 -0.0983
C -3.15 0.64 0.33 -0.1278
C -2.40 0.61 1.47 -0.0978
C -1.21 -0.07 1.46 -0.0527
C 3.37 1.06 -0.03 -0.7118
O 3.59 2.11 -0.69 -0.0950
O 3.91 0.76 1.06 -0.0944
H 1.00 0.09 -2.17 0.0438
H 0.70 1.23 -1.00 0.0691
H 2.83 -0.75 -1.20 0.1327
H 1.54 0.05 1.31 0.0982
H 0.47 -2.17 1.11 0.1080
H 0.63 -2.00 -0.64 0.1098
H -1.29 -1.16 -1.74 0.1090
H -3.37 0.01 -1.72 0.0997
H -4.09 1.20 0.33 0.0970
H -2.76 1.16 2.33 0.1014
H -0.60 -0.10 2.35 0.1190



9.
25
Properties=species:S:1:pos:R:3:lowdin_charge:R:1 method="wB97M-V/def2-TZVPD" relative_energy_kcal_mol=119.8 total_charge=0 energy_ev=-34658.7053 spin_multiplicity=1 lumo_energy_ev="-0.45 / -0.46"
C 1.42 -2.62 -0.05 -0.0462
C 2.64 -2.06 -0.05 -0.0940
C 3.69 1.66 0.23 -0.4801
C 2.08 0.33 -0.13 -0.1239
C 0.08 -2.06 -0.11 -0.4232
C -0.19 -0.76 -0.12 0.0024
C 2.94 -0.68 0.04 -0.5339
C -1.68 1.29 -1.51 -0.1452
C -0.41 1.77 0.82 -0.2303
N 2.43 1.62 0.02 -0.0140
N -0.95 -2.95 0.00 0.0768
O -2.64 0.02 0.98 -0.3771
P -1.43 0.47 0.19 0.5772
S 4.45 0.14 0.27 1.0518
H 1.42 -3.65 -0.23 0.0877
H 3.48 -2.76 -0.02 0.1159
H 4.11 2.65 0.17 0.0840
H -0.84 1.75 -1.85 0.0057
H -2.17 0.60 -2.13 0.0155
H -2.41 2.08 -1.32 0.0576
H -1.04 2.55 1.16 0.0394
H 0.24 1.54 1.70 0.0833
H 0.25 2.06 0.04 -0.0070
H -0.71 -3.98 0.11 0.1241
H -1.98 -2.78 -0.25 0.1537



10.
23
Properties=species:S:1:pos:R:3:lowdin_charge:R:1 method="wB97M-V/def2-TZVPD" relative_energy_kcal_mol=51.7 total_charge=+1 energy_ev=-23317.5336 spin_multiplicity=1 lumo_energy_ev=-3.35 smiles="S[C@H]1[NH2+]C=CN1c1ccccc1"
C 3.42 -0.30 0.26 -0.0775
C 2.80 0.30 1.28 -0.0795
C 2.78 -0.53 -0.99 -0.0427
C 1.45 0.62 1.14 -0.0260
C 1.42 -0.32 -1.07 -0.0467
C 0.75 0.30 -0.03 -0.2696
C -1.58 1.39 0.65 -0.0694
C -2.86 1.15 0.34 -0.0687
C -1.56 -0.65 -0.61 -0.3989
N -0.66 0.64 -0.10 -0.0331
N -2.94 -0.04 -0.53 0.0241
S -1.37 -1.89 0.83 0.7946
H 4.48 -0.59 0.11 0.1257
H 3.26 0.59 2.24 0.1274
H 3.44 -0.88 -1.74 0.0979
H 0.87 1.07 1.97 0.1206
H 0.92 -0.43 -2.03 0.1124
H -1.24 2.27 1.24 0.1524
H -3.83 1.79 0.43 0.1683
H -1.21 -1.16 -1.57 0.1375
H -3.67 -0.68 -0.31 0.1455
H -3.38 0.28 -1.43 0.2030
H -1.29 -2.92 -0.09 -0.0972